[1]
The following is a DFT calculation (ωB97M-V/def2-TZVPD) of a molecular structure, C61H71BGeInN9O2P.

Values from the calculation:
HOMO = -3.86 eV
Kohn-Sham gap = 6.1 eV
LUMO energy = 2.3 eV
F_max = 1.75 eV/Å
Charge = -1

Element x y z (Å)
1 In 0.4382 0.0327 0.3621
2 C -1.2558 2.4401 -4.0077
3 C -1.2580 1.1320 -3.2136
4 C -1.7644 -0.0183 -4.0841
5 C -2.1127 1.2882 -1.9980
6 C -3.4773 1.6048 -1.9666
7 C -3.7732 1.7153 -0.6270
8 N -2.6562 1.4714 0.0709
9 N -1.6489 1.2081 -0.7572
10 B -2.5606 1.5173 1.6006
11 N -2.5549 0.0993 2.1678
12 C -3.6707 -0.4900 2.6159
13 C -3.3619 -1.7710 3.0051
14 C -1.9917 -1.8969 2.7452
15 N -1.5308 -0.7528 2.2326
16 C -1.1271 -3.0966 3.0072
17 C -1.9544 -4.3478 3.3103
18 C -0.1772 -3.3046 1.8156
19 N -1.3501 2.3370 2.0216
20 C -1.4016 3.4626 2.7465
21 C -0.1383 4.0111 2.7922
22 C 0.6504 3.1337 2.0396
23 N -0.1074 2.1399 1.5913
24 C 2.0732 3.2720 1.6126
25 C 2.0672 3.8556 0.1984
26 C 2.8815 4.1694 2.5494
27 H -0.5797 2.3758 -4.8577
28 H -0.9320 3.2607 -3.3732
29 H -2.2555 2.6679 -4.3730
30 H -0.2418 0.9167 -2.8753
31 H -2.8144 0.1272 -4.3330
32 H -1.6614 -0.9625 -3.5546
33 H -1.2024 -0.0804 -5.0148
34 H -4.1450 1.7418 -2.7938
35 H -4.6959 1.9591 -0.1377
36 H -3.5372 2.0689 2.0164
37 H -4.6009 0.0390 2.6407
38 H -4.0354 -2.5026 3.4015
39 H -0.5454 -2.8972 3.9131
40 H -2.6296 -4.5781 2.4891
41 H -2.5428 -4.2087 4.2166
42 H -1.2874 -5.1948 3.4642
43 H -0.3491 -2.4939 1.1086
44 H -0.4378 -4.2366 1.3096
45 H 1.8078 -2.9885 1.2025
46 H -2.3198 3.8085 3.1785
47 H 0.1647 4.9098 3.2916
48 H 2.5063 2.2657 1.5631
49 H 1.4976 4.7849 0.1760
50 H 1.6036 3.1407 -0.4811
51 H 3.0821 4.0640 -0.1329
52 H 2.5351 5.2002 2.4808
53 H 3.9320 4.1444 2.2652
54 H 2.7950 3.8477 3.5855
55 O -2.6884 -1.6367 -0.2565
56 N -1.6926 -2.3365 -0.8628
57 C -1.9517 -2.9475 -1.9467
58 C -0.9101 -3.6571 -2.6344
59 C -1.2383 -4.6449 -3.5680
60 C -0.2606 -5.3330 -4.2483
61 C 1.0773 -5.0287 -4.0090
62 C 1.4118 -4.0495 -3.1029
63 C 0.4395 -3.3260 -2.4040
64 P 1.0718 -2.1883 -1.1321
65 C 1.3336 -3.3134 2.1331
66 C 1.7099 -2.2818 3.2103
67 C 2.1010 -2.8881 4.5070
68 C 2.3364 -4.1924 4.6844
69 C 2.2354 -5.1238 3.5877
70 C 1.7925 -4.7089 2.4030
71 C 1.9517 -0.9540 -2.1788
72 C 1.8867 -1.1817 -3.6323
73 C 2.8877 -1.4254 -4.4837
74 C 4.3201 -1.5077 -4.2121
75 C 4.1721 0.3442 -2.3906
76 C 3.1092 -0.2620 -1.5065
77 H -3.5040 -1.6662 -0.7938
78 H -2.9568 -2.9445 -2.3940
79 H -2.2805 -4.8850 -3.7374
80 H -0.5254 -6.1061 -4.9571
81 H 1.8550 -5.5640 -4.5346
82 H 2.4541 -3.8409 -2.9062
83 H 0.8383 -1.6405 3.3556
84 H 2.2142 -2.2102 5.3420
85 H 2.6303 -4.5872 5.6487
86 H 2.5347 -6.1515 3.7516
87 H 1.7109 -5.3891 1.5645
88 H 0.8721 -1.2173 -4.0207
89 H 2.6430 -1.5689 -5.5307
90 H 4.9141 -1.7074 -5.0970
91 H 4.8464 0.9319 -1.7576
92 H 3.3888 -0.5876 -0.5167
93 C 1.8151 0.4681 -1.6762
94 Ge 2.7367 1.6033 -3.1579
95 C 2.4585 1.9049 -5.1580
96 C 3.2178 2.8959 -5.7634
97 C 2.9961 3.2713 -7.0744
98 C 2.0134 2.6431 -7.8182
99 C 1.2667 1.6325 -7.2399
100 C 1.4855 1.2774 -5.9192
101 C 3.3076 3.4923 -2.8098
102 C 2.3498 4.4907 -2.9238
103 C 2.7005 5.8258 -2.9456
104 C 4.0352 6.1826 -2.8534
105 C 5.0010 5.2035 -2.7043
106 C 4.6348 3.8686 -2.6860
107 C 5.0026 -0.6014 -3.2030
108 C 4.8829 -2.1222 -2.9483
109 C 6.0945 -2.9107 -3.0457
110 C 7.2138 -2.4050 -3.5972
111 C 7.3294 -1.0036 -3.8749
112 C 6.3352 -0.1486 -3.5753
113 H 3.9898 3.3922 -5.1978
114 H 3.5885 4.0608 -7.5155
115 H 1.8387 2.9353 -8.8438
116 H 0.5080 1.1229 -7.8212
117 H 0.8874 0.4997 -5.4734
118 H 1.3127 4.1995 -2.9968
119 H 1.9407 6.5899 -3.0479
120 H 4.3165 7.2245 -2.9007
121 H 6.0424 5.4845 -2.6192
122 H 5.4006 3.1111 -2.5892
123 H 4.1585 -2.4419 -2.2113
124 H 6.0703 -3.9170 -2.6507
125 H 8.0980 -3.0140 -3.7215
126 H 8.2895 -0.6284 -4.2027
127 H 6.4962 0.9207 -3.5985
128 C 4.0097 0.7299 3.5493
129 N 2.9476 -0.2362 3.8009
130 C 1.7484 0.4308 4.2677
131 C 2.7435 -1.1970 2.6780
132 O 2.3001 -0.6305 1.5444
133 N 4.0935 -1.7436 2.4360
134 C 4.2956 -2.5828 1.2873
135 C 4.8328 -2.2392 3.5716
136 H 3.6252 1.7255 3.3276
137 H 4.6103 0.3940 2.7087
138 H 4.6424 0.7984 4.4431
139 H 2.0491 1.2291 4.9456
140 H 1.1195 -0.2531 4.8371
141 H 1.1535 0.8585 3.4477
142 H 3.7054 -2.2116 0.4565
143 H 4.0354 -3.6381 1.4720
144 H 5.3530 -2.5321 1.0094
145 H 4.5092 -1.7182 4.4639
146 H 5.8949 -2.0329 3.4064
147 H 4.7154 -3.3209 3.7162

[2]
The following is a DFT calculation (ωB97M-V/def2-TZVPD) of a molecular structure, C61H74GaO2.

Values from the calculation:
HOMO = -5.06 eV
Kohn-Sham gap = 6.7 eV
LUMO energy = 1.7 eV
F_max = 0.94 eV/Å
Charge = -1

Element x y z (Å)
1 C 10.9900 -2.6119 1.5198
2 C 10.4106 -1.8958 0.7273
3 Ga 9.1295 -0.7666 -0.3931
4 O 7.8043 -0.0920 0.7753
5 C 10.1970 0.7047 -1.3021
6 C 9.4250 1.5082 -2.3791
7 C 7.9933 1.8924 -2.0098
8 C 7.8765 3.1514 -1.1332
9 C 6.3846 3.4309 -0.8711
10 C 5.9146 2.8281 0.4492
11 C 4.4244 3.0395 0.7655
12 C 3.4741 2.6596 -0.3950
13 C 2.2527 1.8613 0.0974
14 C 1.5941 1.0930 -1.0413
15 O 0.7100 0.0975 -0.5163
16 C 0.9239 -1.1782 -1.0826
17 H 11.4841 -3.2022 2.2568
18 H 8.3818 -1.7249 -1.4325
19 H 8.2225 0.5381 1.3697
20 H 11.0328 0.1982 -1.7999
21 H 10.6693 1.3700 -0.5718
22 H 9.9609 2.4519 -2.5703
23 H 9.4539 0.9743 -3.3320
24 H 7.4434 2.1468 -2.9288
25 H 7.4484 1.0685 -1.5478
26 H 8.4151 3.0297 -0.1929
27 H 8.2939 3.9719 -1.7231
28 H 5.8229 3.0133 -1.7082
29 H 6.1609 4.5058 -0.8508
30 H 6.4866 3.2995 1.2544
31 H 6.1106 1.7546 0.4775
32 H 4.2426 4.0756 1.0688
33 H 4.1500 2.4097 1.6149
34 H 3.1350 3.5687 -0.8960
35 H 3.9992 2.0339 -1.1192
36 H 1.5280 2.5512 0.5370
37 H 2.5625 1.1320 0.8478
38 H 1.0278 1.7681 -1.6914
39 H 2.3670 0.6014 -1.6390
40 H 0.9848 -1.1402 -2.1740
41 H 1.8221 -1.6429 -0.6671
42 H 0.0835 -1.8171 -0.8097
43 C -1.0491 1.6832 2.2849
44 C -0.3937 2.2287 3.3809
45 C -1.0845 3.0425 4.2717
46 C -2.4366 3.2990 4.0783
47 C -3.0887 2.7477 2.9848
48 C -2.3945 1.9505 2.0875
49 H -0.5115 1.0540 1.5847
50 H 0.6571 2.0215 3.5388
51 H -0.5701 3.4690 5.1235
52 H -2.9801 3.9160 4.7826
53 H -4.1441 2.9340 2.8278
54 H -2.9076 1.5244 1.2334
55 C 6.9707 -6.0804 0.7124
56 C 7.2166 -4.7190 0.8364
57 C 6.4699 -3.8087 0.1006
58 C 5.4817 -4.2634 -0.7615
59 C 5.2341 -5.6245 -0.8857
60 C 5.9783 -6.5348 -0.1481
61 H 7.5563 -6.7896 1.2846
62 H 7.9934 -4.3609 1.4998
63 H 6.6659 -2.7493 0.1964
64 H 4.9016 -3.5528 -1.3377
65 H 4.4579 -5.9750 -1.5555
66 H 5.7881 -7.5970 -0.2456
67 C -8.7361 0.2321 3.7216
68 C -8.3144 1.4657 3.2431
69 C -6.9856 1.6581 2.8854
70 C -6.0835 0.6094 2.9931
71 C -6.5047 -0.6222 3.4744
72 C -7.8288 -0.8124 3.8428
73 H -9.7715 0.0855 4.0026
74 H -9.0229 2.2806 3.1558
75 H -6.6567 2.6231 2.5201
76 H -5.0502 0.7500 2.7020
77 H -5.7959 -1.4372 3.5560
78 H -8.1557 -1.7741 4.2176
79 C -0.0663 -4.6009 1.9790
80 C 0.6897 -3.5017 1.5929
81 C 2.0562 -3.6387 1.3810
82 C 2.6657 -4.8748 1.5457
83 C 1.9082 -5.9745 1.9250
84 C 0.5436 -5.8375 2.1451
85 H -1.1314 -4.4936 2.1466
86 H 0.2130 -2.5387 1.4601
87 H 2.6509 -2.7839 1.0869
88 H 3.7287 -4.9782 1.3730
89 H 2.3836 -6.9397 2.0479
90 H -0.0459 -6.6952 2.4452
91 C -8.1785 -1.1773 -2.2985
92 C -7.9212 -1.5454 -0.9849
93 C -8.1279 -0.6373 0.0451
94 C -8.5943 0.6388 -0.2375
95 C -8.8525 1.0066 -1.5520
96 C -8.6438 0.0999 -2.5823
97 H -8.0125 -1.8842 -3.1015
98 H -7.5524 -2.5392 -0.7634
99 H -7.9226 -0.9212 1.0684
100 H -8.7521 1.3467 0.5629
101 H -9.2180 2.0018 -1.7733
102 H -8.8407 0.3895 -3.6069
103 C -12.6283 0.2863 -0.7561
104 C -12.0771 0.8792 0.3709
105 C -12.8809 1.6118 1.2339
106 C -14.2378 1.7480 0.9725
107 C -14.7893 1.1531 -0.1539
108 C -13.9844 0.4239 -1.0191
109 H -11.9968 -0.2814 -1.4284
110 H -11.0211 0.7665 0.5724
111 H -12.4496 2.0780 2.1112
112 H -14.8652 2.3178 1.6462
113 H -15.8474 1.2581 -0.3579
114 H -14.4145 -0.0371 -1.8992
115 C 5.7445 4.2964 -4.8659
116 C 4.9867 5.4513 -5.0060
117 C 5.4753 6.5171 -5.7488
118 C 6.7218 6.4283 -6.3536
119 C 7.4805 5.2743 -6.2133
120 C 6.9922 4.2088 -5.4691
121 H 5.3694 3.4656 -4.2820
122 H 4.0151 5.5210 -4.5333
123 H 4.8858 7.4193 -5.8538
124 H 7.1028 7.2606 -6.9322
125 H 8.4543 5.2054 -6.6811
126 H 7.5888 3.3129 -5.3516
127 C -4.2599 -2.2923 0.9510
128 C -4.8674 -3.4855 1.3158
129 C -4.3016 -4.6960 0.9380
130 C -3.1249 -4.7115 0.2012
131 C -2.5171 -3.5173 -0.1628
132 C -3.0865 -2.3071 0.2086
133 H -4.7013 -1.3477 1.2446
134 H -5.7822 -3.4721 1.8966
135 H -4.7756 -5.6275 1.2208
136 H -2.6792 -5.6549 -0.0873
137 H -1.5965 -3.5305 -0.7323
138 H -2.6117 -1.3758 -0.0737